Entry 1:
The following is a DFT calculation (ωB97M-V/def2-TZVPD) of ClH8NO2Zn as an isolated structure.

Geometry as XYZ:
```
13
Properties=species:S:1:pos:R:3:forces:R:3:nbo_charge:R:1
Zn -3.831358 -3.191498 -26.853073 -4.8 0.5 6.9 1.61
Cl -2.966070 -3.357240 -28.465658 0.7 0.2 0.2 -0.47
O -2.558585 -2.035452 -30.529520 0.7 0.4 -0.8 -0.82
O -3.656709 -4.780300 -30.293419 -0.3 -0.5 -1.2 -0.83
N -0.805198 -2.575029 -27.500728 2.4 0.6 0.1 -0.87
H -1.164299 -1.739152 -27.062022 0.3 0.4 0.6 0.44
H -0.636871 -2.331757 -28.466433 0.3 0.4 -0.9 0.46
H -3.419982 -4.257564 -29.527286 -1.7 -2.9 -3.0 0.31
H -2.533958 -2.687673 -29.829342 0.7 1.3 -2.9 0.35
H 0.089180 -2.886390 -27.149676 0.7 0.1 0.7 0.48
H -3.763695 -5.668851 -29.953919 -0.1 -0.7 -0.2 0.48
H -2.854280 -1.232947 -30.099659 -0.2 0.6 -0.2 0.46
H -1.489431 -3.316691 -27.543847 1.2 -0.3 0.8 0.39
```
Positions in Å, forces in eV/Å.

Calculated values
Net charge: +2
LUMO energy: -13.27 eV
Highest occupied orbital energy: -18.605 eV
HOMO-LUMO gap: 5.33 eV

---

Entry 2:
The following is a DFT calculation (ωB97M-V/def2-TZVPD) of a 2-piece molecular cluster, C5H14 overall.

Geometry as XYZ:
```
19
Properties=species:S:1:pos:R:3:forces:R:3:nbo_charge:R:1
C 0.452270 0.141595 -2.370963 -0.1 0.4 0.2 -0.39
C 0.960470 1.400017 -1.653724 -0.6 -0.3 0.1 -0.60
C -1.066166 -0.030024 -2.216756 0.4 -0.5 -0.1 -0.61
C 0.509580 -0.720461 3.351871 -0.1 0.0 0.3 -0.61
C -0.813244 -0.815448 2.614462 -0.5 0.3 -0.5 -0.61
H 1.316875 -0.438160 2.687454 0.1 0.1 -0.2 0.20
H -1.233602 0.160962 2.345437 0.3 0.0 0.1 0.20
H 0.479959 0.005352 4.165254 -0.1 0.0 0.0 0.20
H -0.718799 -1.349011 1.665431 0.1 -0.1 0.1 0.20
H 0.957029 1.212047 -0.574339 0.2 0.2 -0.1 0.20
H -1.414761 0.348414 -1.260372 -0.1 0.1 0.1 0.20
H -1.623782 0.437324 -3.021285 -0.1 0.3 0.0 0.21
H 0.717925 0.207777 -3.424348 0.0 -0.2 -0.1 0.19
H 0.231434 2.197365 -1.821998 0.2 0.2 -0.1 0.20
H -1.301537 -1.090630 -2.238885 -0.2 -0.1 -0.1 0.21
H -1.605775 -1.305926 3.176226 0.1 -0.2 0.2 0.20
H 0.787183 -1.671215 3.797942 0.0 -0.2 0.0 0.20
H 1.941419 1.729779 -1.994308 0.0 -0.1 0.1 0.21
H 0.941381 -0.742836 -1.963479 0.2 0.0 0.0 0.19
```
Positions in Å, forces in eV/Å.

Calculated values
Net charge: 0
LUMO energy: 1.06 eV
SMILES: CCC.CC
Highest occupied orbital energy: -11.475 eV
HOMO-LUMO gap: 12.53 eV
Relative energy (zero: lowest compared OMol25 entry of this formula, charge and spin): 0.148 eV

---

Entry 3:
The following is a DFT calculation (ωB97M-V/def2-TZVPD) of C6H10O as an isolated structure.

Geometry as XYZ:
```
17
Properties=species:S:1:pos:R:3:forces:R:3:nbo_charge:R:1
O 1.677871 -1.008380 0.957547 0.0 -0.7 -1.0 -0.53
C -1.711235 -0.081673 -0.235051 -1.4 2.1 -0.8 -0.61
C 0.753807 0.769255 1.430259 -1.2 -0.4 0.4 -0.37
C 1.400594 0.373764 -1.008045 -0.9 -1.3 1.6 -0.63
C 0.668795 -0.188974 0.200193 1.0 1.1 3.3 0.28
C -0.594440 -0.983429 0.108663 1.6 -0.1 -2.4 -0.44
C 1.613821 -0.123148 1.987798 0.9 1.4 -1.3 0.12
H -2.544988 -0.661220 -0.562360 -0.8 -0.4 -0.2 0.22
H 0.063453 1.604751 1.683828 1.2 -0.7 0.1 0.23
H 1.726485 -0.520965 -1.422365 1.0 -1.6 -1.4 0.22
H -0.789863 -1.633774 0.916420 0.0 -0.1 1.6 0.23
H -0.355454 -1.726241 -0.669896 -0.5 0.2 -0.4 0.20
H -1.518409 0.635243 -1.120832 0.0 -1.0 1.5 0.20
H -2.090115 0.528325 0.639019 0.7 -0.6 -0.9 0.21
H 2.520790 -0.184928 2.603826 -1.1 0.2 0.7 0.20
H 0.778005 0.827301 -1.724493 -0.7 1.1 -0.6 0.22
H 2.258242 0.900127 -0.647060 0.3 0.7 -0.1 0.23
```
Positions in Å, forces in eV/Å.

Calculated values
Net charge: 0
LUMO energy: 1.02 eV
Highest occupied orbital energy: -8.522 eV
HOMO-LUMO gap: 9.55 eV
Relative energy (zero: lowest compared OMol25 entry of this formula, charge and spin): 2.344 eV

---

Entry 4:
The following is a DFT calculation (ωB97M-V/def2-TZVPD) of C27H46BaBrNOP2S as an isolated structure.

Geometry as XYZ:
```
80
Properties=species:S:1:pos:R:3:forces:R:3:mulliken_charge:R:1
Ba -1.408709 -2.720904 -0.630805 -0.5 -0.6 0.4 1.88
Br -0.008506 1.556548 1.552368 -0.1 0.2 0.8 0.00
S 1.381391 -3.268921 2.105322 -1.2 0.6 0.0 0.33
P 1.713715 3.376787 -0.327534 -0.7 -1.1 0.5 1.49
P -3.985306 -0.710753 1.828334 -2.2 1.7 1.9 -0.31
O 0.186064 -3.028197 1.140170 0.9 -0.3 0.6 -0.60
N 2.009112 -5.583272 -5.318101 0.5 -0.2 0.1 -0.57
C 2.198823 -5.863367 -4.021703 -0.6 0.4 -0.1 -0.38
C 4.029878 2.803687 -1.837003 0.3 -0.1 0.0 -1.24
C -2.729619 -0.400916 3.161798 0.1 -0.2 -0.1 0.94
C 0.745219 -3.638470 -4.729919 0.4 -0.4 0.3 -0.50
C 0.581065 -3.261460 3.719369 0.1 -0.3 0.0 -0.83
C 0.582006 -2.923677 -2.356444 -0.2 0.8 -0.5 0.48
C 1.482886 -0.375699 -1.336613 0.7 0.4 0.8 -0.50
C 2.188189 -1.670962 2.177441 0.4 0.1 0.0 -0.59
C 2.640334 3.436082 -1.867039 -0.1 0.3 -0.4 -0.70
C -0.084976 5.187756 -1.530327 -0.1 0.3 -0.3 -1.26
C 0.419420 4.609700 -0.211091 0.0 0.5 0.3 -0.74
C -4.185655 -3.569192 1.763721 -0.3 0.0 0.1 -1.49
C -3.516959 0.692548 0.724500 0.5 -0.6 -0.4 0.74
C -3.395824 0.237070 4.387034 0.1 0.1 0.4 -1.38
C 0.780003 1.762192 -0.287621 0.6 -0.1 -1.6 0.61
C -0.318308 1.770571 -1.307462 -0.2 -0.2 0.0 -0.94
C 1.754513 0.668990 -0.510079 0.0 -0.5 0.0 -1.42
C 0.240879 -0.486141 -2.021392 -0.9 -1.6 -0.4 0.44
C -0.591060 0.668919 -2.058909 -0.1 0.6 0.2 -0.82
C 0.964106 -3.896999 -3.354914 -0.1 -0.8 -0.7 0.35
C -4.211272 1.968416 1.226046 -0.1 0.2 0.0 -1.44
C 2.709704 4.575745 2.027622 0.1 0.3 0.2 -1.60
C 1.311886 -4.505862 -5.666981 -0.5 0.1 0.4 -0.42
C 2.830894 3.379047 1.088313 0.5 0.0 0.2 -0.42
C -3.551218 -2.313754 1.163964 1.2 -0.4 -0.2 0.62
C -0.101979 -1.729747 -2.656641 2.0 0.6 -0.5 -1.73
C 1.665444 -5.077016 -2.999285 -0.1 0.4 -0.4 -0.62
H -0.965371 2.649798 -1.353231 0.2 -0.4 0.0 0.54
H 0.150279 -4.258672 3.864217 0.1 0.3 0.0 0.37
H -0.430449 4.424056 -2.236099 0.2 0.2 0.2 0.30
H 2.694156 -1.592629 3.148464 -0.1 0.0 -0.3 0.55
H 1.458246 -0.860939 2.038406 0.1 -0.4 0.1 -0.07
H -0.401262 4.131164 0.342824 0.3 0.1 0.0 0.37
H -0.936789 5.841695 -1.313060 0.2 -0.1 -0.1 0.39
H 1.830912 -5.351796 -1.953181 0.0 0.2 -0.3 0.36
H -4.242688 2.725178 0.433971 0.1 -0.1 0.1 0.41
H 0.821399 5.398568 0.439931 -0.3 0.0 -0.2 0.59
H -5.249099 1.779318 1.534278 0.3 0.0 -0.1 0.40
H -0.199959 -2.492026 3.758908 0.3 -0.1 -0.1 0.11
H -2.420854 0.818453 0.757406 -0.5 0.1 -0.4 -0.76
H 1.036405 -3.089310 -1.355077 0.2 0.5 -0.7 0.24
H 2.662180 0.683547 0.103564 -0.1 0.1 -0.5 0.78
H 4.656220 3.210865 -1.036255 -0.1 -0.1 -0.3 0.39
H 2.794864 -6.746707 -3.787170 -0.2 0.2 -0.1 0.37
H 2.014564 2.928709 -2.615296 0.0 0.2 0.1 0.43
H -3.818604 0.442835 -0.303766 0.0 0.2 0.1 0.44
H 2.688497 4.500170 -2.144516 0.0 -0.2 0.0 0.49
H 3.353538 4.408821 2.899642 -0.2 0.1 -0.2 0.42
H -1.428817 0.655745 -2.762352 0.1 0.2 0.3 0.50
H -3.679993 2.413569 2.079290 -0.1 -0.2 -0.2 0.30
H 0.186419 -2.761143 -5.060850 0.4 -0.2 0.1 0.32
H -1.953269 0.269958 2.752370 -0.3 -0.4 0.2 -0.70
H 3.057300 5.490033 1.529661 -0.1 -0.1 0.2 0.41
H 2.670319 2.442476 1.635364 -0.1 0.2 -0.1 0.33
H 4.536066 3.009932 -2.786532 -0.1 -0.1 0.2 0.44
H 3.970743 1.718011 -1.714089 0.0 0.2 0.0 0.25
H 3.853421 3.336880 0.689251 -0.3 0.0 0.2 0.33
H 1.352463 -3.085494 4.475245 -0.2 -0.1 -0.1 0.45
H -2.466426 -2.323441 1.452285 -0.7 -0.5 -0.6 -0.55
H -3.661976 -4.473718 1.413506 -0.1 0.2 0.1 0.29
H -3.938874 -0.509306 4.982578 0.1 0.2 -0.2 0.38
H -2.236511 -1.350992 3.431055 -0.1 0.2 0.0 -0.02
H -0.923718 -1.733396 -3.391474 0.5 0.1 -0.2 0.51
H -3.813870 -2.249037 0.077294 0.4 -0.2 0.6 0.62
H 1.690099 4.739001 2.392215 0.2 -0.1 -0.1 0.37
H -2.637966 0.689958 5.039019 -0.2 -0.1 -0.1 0.36
H 1.187274 -4.314869 -6.739025 0.1 -0.1 0.4 0.37
H -5.236244 -3.669692 1.467411 0.2 0.1 0.2 0.40
H -4.109939 1.026018 4.107738 0.2 -0.3 0.0 0.34
H 0.687868 5.786980 -2.024156 -0.2 -0.1 0.1 0.39
H 2.256172 -1.122684 -1.540410 -0.3 0.1 0.2 0.82
H 2.939517 -1.653727 1.376857 -0.2 0.0 0.2 0.27
H -4.122386 -3.550909 2.857649 -0.1 0.0 -0.2 0.35
```
Positions in Å, forces in eV/Å.

Calculated values
Net charge: +2
LUMO energy (alpha / beta): -5.87 / -5.86 eV
Highest occupied orbital energy (alpha / beta): -11.789 / -11.789 eV
HOMO-LUMO gap (alpha / beta): 5.92 / 5.92 eV
Relative energy (zero: lowest compared OMol25 entry of this formula, charge and spin): 1.503 eV

---

Calculated total energy (Eh)
-2448.59303; -198.88372; -309.75624; -4866.22227